The following is a quantum chemistry calculation of a gas-phase ion, C10H11ClNS2 (charge +1), from the OMol25 dataset.

Values from the calculation:
* SMILES: [NH3+][C@H]1C(Cl)=CC=C[C@H]1Sc1cccs1
* total charge: +1
* ΔE to the lowest compared entry with this formula, charge and spin: 0.609 eV
* gap between HOMO and LUMO: 8.32 eV
* HOMO energy: -12.2 eV

Geometry as XYZ:
```
25
Properties=species:S:1:pos:R:3:forces:R:3:lowdin_charge:R:1
N -1.577988 0.920054 1.816237 0.284 1.130 2.420 0.07
C -1.892325 0.506785 0.357543 1.352 1.211 1.853 -0.29
C -1.048463 1.330584 -0.551566 0.560 1.254 -1.183 -0.55
Cl -0.829098 3.081529 -0.034834 -0.244 -1.864 -0.900 0.64
C -0.545972 0.796856 -1.683011 0.725 0.981 0.720 -0.06
C -0.687446 -0.628042 -1.928494 -0.790 -0.189 -0.634 -0.05
C -1.172462 -1.455143 -1.003649 0.884 1.789 -1.348 -0.14
C -1.640150 -0.987944 0.279244 1.726 0.311 0.559 -0.38
S -0.193185 -1.457526 1.504387 -0.617 -0.892 -0.148 0.99
C 1.209632 -0.682292 0.818592 -0.325 0.577 0.357 -0.89
C 2.133042 -1.275934 0.030417 -0.730 -0.010 -0.299 -0.20
C 3.191979 -0.467126 -0.395651 0.992 -0.539 -0.142 -0.14
C 3.133673 0.748787 0.215258 -1.143 1.050 -0.585 -0.33
S 1.658877 0.952334 1.153574 1.409 -0.500 -0.288 0.98
H -1.147415 1.880319 2.075189 -1.769 -1.019 -1.439 0.14
H -0.714272 0.364249 2.209856 -2.146 -0.406 -0.617 0.05
H -2.497826 0.749653 2.353313 2.275 0.379 -0.409 0.20
H -2.927140 0.749893 0.340002 -1.007 0.172 -0.755 0.15
H 0.166706 1.291713 -2.376845 -0.941 0.198 0.687 0.14
H -0.489141 -0.964943 -2.944978 0.419 -0.149 0.394 0.13
H -1.067736 -2.472522 -1.130378 -0.326 -2.146 -0.370 0.10
H -2.547031 -1.529436 0.417872 -0.521 -0.611 1.300 0.13
H 1.915122 -2.229208 -0.336233 0.128 -1.526 -0.429 0.10
H 3.948053 -0.892350 -1.108070 -0.658 1.016 0.880 0.14
H 3.620566 1.669710 -0.077776 0.464 -0.218 0.376 0.08
```
Positions in Å, forces in eV/Å.